(1)
DFT (ωB97M-V/def2-TZVPD) results for a 2-piece molecular cluster, C26H26ClN2O overall at a distorted geometry.

Geometry (Å):
Cl1 -4.064 -1.376 5.239
C1 -3.099 -0.415 4.201
C2 -1.762 -0.158 4.524
C3 -0.938 0.479 3.608
C4 -1.432 0.911 2.349
C5 -0.572 1.543 1.389
C6 -1.072 2.221 0.155
C7 0.188 2.936 -0.452
C8 1.270 2.624 0.534
C9 0.800 1.828 1.564
C10 -2.821 0.745 2.103
C11 -3.639 0.084 3.007
H1 -1.385 -0.491 5.487
H2 0.110 0.637 3.850
H3 -1.537 1.541 -0.573
H4 -1.840 2.968 0.425
H5 0.411 2.594 -1.475
H6 -0.019 4.012 -0.525
H7 2.286 2.988 0.414
H8 1.385 1.457 2.405
H9 -3.253 1.147 1.183
H10 -4.700 -0.059 2.810
C12 4.309 0.310 -4.945
N1 3.191 1.050 -4.386
C13 3.264 2.469 -4.686
C14 2.331 0.525 -3.442
C15 2.801 -0.038 -2.232
C16 1.923 -0.519 -1.294
N2 0.561 -0.570 -1.534
C17 -0.361 -1.022 -0.607
C18 -0.009 -1.521 0.668
C19 -0.985 -2.404 1.404
C20 -0.603 -2.869 2.672
C21 -1.514 -3.523 3.499
C22 -2.803 -3.813 3.038
C23 -3.159 -3.450 1.737
C24 -2.257 -2.754 0.924
O1 1.036 -1.181 1.267
C25 0.091 -0.076 -2.741
C26 0.928 0.529 -3.644
H11 4.158 -0.767 -4.834
H12 4.382 0.552 -6.015
H13 5.259 0.600 -4.473
H14 2.411 3.007 -4.262
H15 4.198 2.897 -4.283
H16 3.283 2.603 -5.778
H17 3.862 -0.050 -1.990
H18 2.252 -0.884 -0.328
H19 -1.375 -1.089 -0.988
H20 0.412 -2.680 3.017
H21 -1.210 -3.783 4.511
H22 -3.516 -4.308 3.693
H23 -4.156 -3.689 1.359
H24 -2.542 -2.491 -0.098
H25 -0.975 -0.231 -2.901
H26 0.497 0.952 -4.551

Output
ΔE to the lowest compared entry with this formula, charge and spin   1.557 eV
Lowest unoccupied orbital energy   -5.052 eV
Charge   +1
DFT total energy   -44925.744 eV
Molecular weight   417.960 g mol⁻¹
Frontier orbital gap   0.1702 Eh
Spin multiplicity   1


(2)
DFT (ωB97M-V/def2-TZVPD) results for C26H26ClNPSSiZr as an isolated structure at a distorted geometry.

Geometry (Å):
Zr1 -0.247 -0.795 0.967
C1 3.557 -2.525 -3.138
Si1 3.273 -3.980 -1.993
C2 3.249 -5.601 -2.957
C3 4.422 -4.130 -0.519
C4 1.459 -3.767 -1.284
C5 0.538 -4.813 -1.444
C6 -0.774 -4.746 -0.972
C7 -1.182 -3.606 -0.327
N1 -0.323 -2.573 -0.154
C8 0.962 -2.662 -0.625
S1 1.874 -1.176 -0.219
H1 4.517 -2.638 -3.644
H2 3.579 -1.572 -2.603
H3 2.785 -2.473 -3.908
H4 4.230 -5.754 -3.408
H5 2.513 -5.580 -3.764
H6 3.054 -6.457 -2.307
H7 5.437 -4.323 -0.873
H8 4.136 -4.965 0.123
H9 4.450 -3.219 0.084
H10 0.860 -5.712 -1.956
H11 -1.459 -5.570 -1.117
H12 -2.189 -3.489 0.053
Cl1 0.384 -0.117 3.227
C9 -0.615 1.339 3.555
C10 -0.891 1.623 4.875
C11 -1.639 2.758 5.157
C12 -2.097 3.571 4.127
C13 -1.811 3.253 2.808
C14 -1.054 2.127 2.491
P1 -0.737 1.741 0.717
C15 0.159 3.138 0.043
C16 0.076 3.427 -1.324
C17 0.779 4.507 -1.824
C18 1.579 5.271 -0.981
C19 1.693 4.952 0.367
C20 0.992 3.880 0.888
C21 -2.433 1.606 0.080
C22 -3.096 0.410 0.390
C23 -4.435 0.239 0.098
C24 -5.124 1.274 -0.525
C25 -4.469 2.450 -0.868
C26 -3.124 2.622 -0.564
H13 -0.528 0.993 5.678
H14 -1.860 3.000 6.187
H15 -2.679 4.454 4.353
H16 -2.168 3.884 2.003
H17 -0.534 2.819 -1.982
H18 0.708 4.759 -2.874
H19 2.120 6.121 -1.376
H20 2.327 5.542 1.015
H21 1.076 3.630 1.939
H22 -2.557 -0.412 0.902
H23 -4.948 -0.681 0.345
H24 -6.177 1.155 -0.741
H25 -5.011 3.239 -1.372
H26 -2.626 3.548 -0.824

Output
ΔE to the lowest compared entry with this formula, charge and spin   1.220 eV
Lowest unoccupied orbital energy   -11.520 eV
Charge   +3
DFT total energy   -70652.536 eV
Molecular weight   570.305 g mol⁻¹
Frontier orbital gap   0.2205 Eh
Spin multiplicity   1


(3)
DFT (ωB97M-V/def2-TZVPD) results for one molecule with the formula C26H26F3NO3 at a distorted geometry.

Geometry (Å):
H1 3.771 0.297 5.304
N1 3.891 -0.699 4.952
C1 3.965 -0.702 3.575
C2 3.891 0.712 2.748
C3 2.373 1.079 2.177
C4 2.174 2.007 0.996
C5 3.452 2.684 0.157
C6 3.534 1.905 -1.317
C7 2.450 2.256 -2.514
C8 2.432 1.494 -4.000
C9 3.585 0.338 -4.332
C10 4.714 -0.015 -3.164
C11 4.664 0.745 -1.677
C12 5.829 0.286 -0.605
C13 0.642 2.411 0.458
O1 0.368 3.631 -0.082
C14 -0.489 1.209 0.605
C15 -1.781 1.013 -0.415
C16 -2.896 -0.220 -0.233
C17 -4.144 -0.252 -1.296
C18 -5.562 0.370 -0.688
C19 -5.896 1.866 -1.319
O2 -6.741 -0.495 -1.024
C20 -2.655 -1.286 1.008
C21 -3.706 -2.517 1.267
C22 -3.157 -4.003 0.842
C23 -2.411 -4.078 -0.616
F1 -1.046 -3.470 -0.639
F2 -3.280 -3.607 -1.753
F3 -2.192 -5.548 -0.892
C24 -1.345 -1.062 2.020
C25 -0.261 0.161 1.880
C26 1.016 0.430 2.896
O3 0.923 0.156 4.210
H2 4.128 -1.747 3.054
H3 4.134 1.573 3.539
H4 4.725 0.789 1.925
H5 3.220 3.826 0.020
H6 4.464 2.610 0.755
H7 1.625 3.085 -2.351
H8 1.637 1.754 -4.819
H9 3.622 -0.234 -5.357
H10 5.510 -0.833 -3.455
H11 5.317 -0.403 0.192
H12 6.693 -0.363 -1.104
H13 6.365 1.199 -0.089
H14 -1.928 1.786 -1.310
H15 -4.412 -1.311 -1.715
H16 -3.861 0.442 -2.224
H17 -5.562 0.464 0.480
H18 -6.502 2.502 -0.529
H19 -4.933 2.472 -1.597
H20 -6.597 1.765 -2.273
H21 -7.318 -0.517 -0.203
H22 -4.765 -2.357 0.791
H23 -3.885 -2.557 2.446
H24 -4.122 -4.700 0.756
H25 -2.463 -4.520 1.633
H26 -1.203 -1.820 2.905

Output
Lowest unoccupied orbital energy   -1.772 eV
Charge   0
SMILES   [H]/N=C\CC1=C(Cc2ccccc2C)C(=O)c2cc(C[C@@H](C)O)c(CCC(F)(F)F)cc2C1=O
DFT total energy   -43142.958 eV
Molecular weight   457.492 g mol⁻¹
Frontier orbital gap   0.2453 Eh
Spin multiplicity   1


(4)
DFT (ωB97M-V/def2-TZVPD) results for C26H26GaN4O8P2 as an isolated structure at a distorted geometry.

Geometry (Å):
C1 -2.287 -4.617 -0.926
C2 -1.553 -3.470 -1.234
C3 -2.193 -2.205 -1.260
C4 -3.576 -2.124 -0.906
C5 -4.282 -3.301 -0.547
C6 -3.637 -4.534 -0.534
C7 -4.252 -0.898 -1.124
C8 -3.682 0.064 -2.000
C9 -2.302 -0.052 -2.352
C10 -1.773 0.768 -3.393
C11 -2.594 1.713 -4.019
C12 -3.950 1.866 -3.646
C13 -4.485 1.026 -2.679
H1 -1.779 -5.581 -0.974
H2 -5.349 -3.220 -0.377
H3 -4.150 -5.446 -0.246
H4 -5.345 -0.892 -1.069
H5 -2.164 2.335 -4.811
H6 -4.550 2.642 -4.139
H7 -5.552 1.022 -2.455
N1 -1.559 -1.000 -1.623
Ga1 0.337 -0.534 -0.913
C14 -0.073 -3.573 -1.552
H8 0.143 -3.246 -2.584
H9 0.308 -4.583 -1.341
C15 -0.309 0.637 -3.814
H10 -0.125 -0.373 -4.231
H11 -0.092 1.454 -4.522
P1 0.927 -2.554 -0.390
P2 0.823 0.999 -2.446
C16 0.531 2.655 -1.862
H12 1.023 2.825 -0.905
H13 0.949 3.322 -2.616
H14 -0.532 2.857 -1.749
C17 2.529 0.652 -2.833
H15 2.852 1.500 -3.441
H16 3.147 0.562 -1.934
H17 2.602 -0.277 -3.399
C18 0.472 -3.165 1.256
H18 0.880 -4.189 1.319
H19 0.892 -2.522 2.044
H20 -0.623 -3.192 1.350
C19 2.707 -2.635 -0.729
H21 3.231 -1.818 -0.189
H22 3.041 -3.633 -0.383
H23 2.865 -2.500 -1.816
C20 -1.885 0.406 0.727
O1 -1.714 1.522 0.392
H24 -2.794 -0.302 0.793
O2 4.409 3.049 5.092
N2 3.213 2.663 5.121
O3 2.499 2.853 6.113
C21 2.735 2.019 3.949
C22 3.658 1.809 2.908
C23 3.314 1.073 1.774
C24 1.937 0.804 1.522
O4 1.575 0.448 0.324
C25 1.013 0.960 2.609
C26 1.407 1.576 3.813
N3 -0.350 0.620 2.497
O5 -1.190 1.095 3.248
O6 -0.754 -0.277 1.516
N4 4.278 0.900 0.680
O7 5.174 1.754 0.578
O8 4.180 -0.063 -0.129
H25 4.642 2.248 3.013
H26 0.727 1.637 4.665

Output
ΔE to the lowest compared entry with this formula, charge and spin   0.000 eV
Lowest unoccupied orbital energy (alpha / beta)   -3.594 / -3.744 eV
Charge   +1
DFT total energy   -120663.200 eV
Molecular weight   654.185 g mol⁻¹
Frontier orbital gap (alpha / beta)   0.2117 / 0.2489 Eh
Spin multiplicity   1